Computed, not measured: a 2-piece molecular cluster, C9H14 overall, with ωB97M-V/def2-TZVPD.

Properties
- Energy relative to the best compared isomer or geometry (same formula, charge and spin): 1.692 eV
- Strongest force on any atom: 0.070 Eh/bohr
- Net charge: 0
- Multiplicity: 1
- Structure (SMILES): Cc1ccccc1.CC
- Gap between HOMO and LUMO: 10.21 eV

Last column: Löwdin charge in e.
Element x y z (Å)
C (-2.1221, 3.1767, -0.2625)  -0.07
C (-1.1794, 2.0216, -0.0200)  -0.30
C (-1.6327, 0.7340, -0.1702)  -0.03
C (-0.6982, -0.3082, 0.0755)  -0.11
C (0.4983, -0.0690, 0.6157)  -0.13
C (0.8484, 1.2513, 0.9864)  -0.10
C (0.0472, 2.2970, 0.5874)  -0.07
H (-3.1543, 2.9382, -0.6230)  0.08
H (-1.7438, 3.8277, -1.0760)  0.08
H (-2.3542, 3.7678, 0.6768)  0.10
H (-2.6224, 0.6005, -0.5695)  0.10
H (-0.8948, -1.3163, -0.3549)  0.11
H (1.3333, -0.8764, 0.7251)  0.11
H (1.9872, 1.3342, 1.0428)  0.13
H (0.4993, 3.2673, 0.7808)  0.11
C (2.3808, -3.3887, -0.4605)  -0.18
C (1.2269, -4.1536, -0.8603)  -0.19
H (2.9702, -2.8623, -1.1097)  0.04
H (2.1055, -2.5525, 0.1587)  0.03
H (2.9630, -4.1363, 0.1415)  0.10
H (0.3524, -3.6990, -1.2047)  0.03
H (1.4908, -4.9003, -1.5830)  0.06
H (0.8523, -4.7585, 0.0453)  0.11